Molecular formula: C24H29BEuF4N6O2S
Method: DFT, ωB97M-V/def2-TZVPD

LUMO level (spin up / spin down)   -0.0113 / -0.0114 Ha
Multiplicity   8
Calculated total energy   -2943.99682 hartree
Orbital gap (spin up / spin down)   3.658 / 7.163 eV

```
68
C24H29BEuF4N6O2S ωB97M-V/def2-TZVPD
Eu 0.92 0.85 0.48
C -2.51 3.52 -0.25
C -1.04 3.18 -0.16
O -0.72 1.94 -0.35
C -0.14 4.21 0.04
C 1.28 4.07 0.03
C 2.17 5.27 0.00
N 1.79 2.86 0.01
N 3.16 2.74 -0.07
C 3.58 1.51 -0.24
O 2.81 0.47 -0.39
C 5.05 1.31 -0.25
C 5.93 2.39 -0.20
C 7.29 2.17 -0.16
C 7.80 0.88 -0.15
C 6.93 -0.20 -0.21
C 5.57 0.01 -0.25
H -3.09 2.60 -0.33
H -2.69 4.12 -1.14
H -2.84 4.08 0.61
H -0.54 5.21 0.14
H 1.60 6.20 0.05
H 2.76 5.26 -0.92
H 2.87 5.23 0.83
H 5.52 3.39 -0.20
H 7.97 3.01 -0.12
H 8.86 0.71 -0.11
H 7.32 -1.21 -0.20
H 4.88 -0.82 -0.29
F 0.91 -0.77 2.22
B 1.06 0.48 2.97
F 2.23 1.04 2.44
F 1.02 0.27 4.27
F 0.00 1.30 2.47
N -0.04 -5.42 0.13
C 1.12 -4.48 0.05
C 0.57 -3.04 -0.08
N 1.54 -1.98 -0.21
H 0.27 -6.40 0.20
H -0.62 -5.32 -0.71
H -0.61 -5.19 0.95
H 1.74 -4.74 -0.81
H 1.72 -4.58 0.96
H -0.02 -2.83 0.82
H -0.09 -2.99 -0.95
H 2.05 -2.01 -1.09
H 2.22 -1.97 0.55
S -4.85 -3.29 -0.36
C -3.47 -2.17 -0.19
C -2.76 -1.72 -1.30
C -1.62 -0.97 -1.11
N -1.17 -0.63 0.11
C -1.91 -0.98 1.16
C -3.05 -1.76 1.07
C -6.07 -2.00 -0.70
C -6.41 -1.70 -2.00
C -7.28 -0.63 -2.20
N -7.78 0.09 -1.21
C -7.47 -0.24 0.03
C -6.61 -1.29 0.35
H -3.09 -1.98 -2.30
H -1.02 -0.63 -1.95
H -1.57 -0.64 2.13
H -3.60 -2.04 1.95
H -6.02 -2.26 -2.83
H -7.57 -0.33 -3.20
H -7.92 0.36 0.80
H -6.38 -1.53 1.38
```

Atom charges from the Mulliken analysis, given in e for atoms 1 to 6: Eu 1.2857; C -1.5456; C 0.9817; O -0.5640; C -1.2504; C 1.3100

***

Molecular formula: C40H47AuClN3O2Sb
Method: DFT, ωB97M-V/def2-TZVPD

Total charge   -1
Energy above the lowest of the compared OMol25 structures with the same formula, charge and spin   28.4 kJ/mol
LUMO level   0.0913 Ha
Calculated total energy   -2703.41001 hartree
Orbital gap   6.404 eV

```
95
C40H47AuClN3O2Sb ωB97M-V/def2-TZVPD
Au -0.38 -1.93 0.40
C 5.38 -2.23 -3.31
C 3.91 -2.30 -2.94
C 2.95 -2.44 -3.93
C 1.61 -2.46 -3.56
C 0.53 -2.58 -4.61
C 1.26 -2.36 -2.23
C 2.20 -2.24 -1.17
C 3.55 -2.19 -1.60
N 1.72 -2.15 0.11
C 2.48 -2.18 1.37
C 1.89 -3.30 2.25
C 2.31 -0.85 2.10
C 3.99 -2.47 1.28
H 5.52 -2.36 -4.38
H 5.94 -3.01 -2.79
H 5.80 -1.26 -3.02
H 3.24 -2.52 -4.97
H 0.97 -2.72 -5.60
H -0.08 -1.68 -4.63
H -0.13 -3.43 -4.40
H 0.21 -2.38 -1.96
H 4.36 -2.04 -0.91
H 0.84 -3.11 2.44
H 2.42 -3.35 3.21
H 1.99 -4.26 1.74
H 1.25 -0.70 2.34
H 2.64 -0.02 1.47
H 2.88 -0.83 3.03
H 4.18 -3.38 0.70
H 4.36 -2.64 2.30
H 4.55 -1.64 0.87
Cl -3.40 -4.18 3.30
C -1.72 -3.57 3.35
C -1.70 -2.05 3.68
O -2.18 -1.70 4.75
O -1.14 -1.29 2.81
H -1.27 -3.75 2.38
H -1.20 -4.12 4.13
N -3.35 -0.32 1.07
C -3.61 -1.40 0.30
C -4.92 -1.62 -0.17
C -5.20 -2.72 -0.94
C -4.17 -3.60 -1.25
C -2.91 -3.30 -0.79
N -2.61 -2.23 -0.05
H -4.16 0.15 1.46
H -2.60 -0.47 1.77
H -5.69 -0.90 0.09
H -6.21 -2.90 -1.29
H -4.34 -4.49 -1.83
H -2.06 -3.93 -1.04
C 2.02 1.15 -1.63
C 2.26 2.29 -0.67
C 3.44 3.02 -0.74
C 3.71 4.05 0.15
C 2.77 4.37 1.12
C 1.58 3.66 1.19
C 1.31 2.63 0.30
Sb -0.45 1.36 0.48
C -1.46 2.04 -1.32
C -2.05 1.00 -2.06
C -2.71 1.24 -3.25
C -2.80 2.53 -3.74
C -2.22 3.57 -3.02
C -1.56 3.35 -1.81
C -0.97 4.54 -1.10
C -1.60 2.54 1.88
C -2.78 3.17 1.46
C -3.65 3.73 2.38
C -3.36 3.66 3.73
C -2.20 3.04 4.16
C -1.31 2.47 3.25
C -0.11 1.72 3.76
H 2.86 1.02 -2.31
H 1.12 1.33 -2.24
H 1.87 0.21 -1.10
H 4.18 2.76 -1.50
H 4.64 4.59 0.09
H 2.97 5.17 1.83
H 0.84 3.93 1.94
H -1.97 -0.02 -1.69
H -3.16 0.42 -3.80
H -3.32 2.74 -4.66
H -2.29 4.58 -3.39
H -1.53 5.44 -1.35
H 0.07 4.69 -1.41
H -0.98 4.41 -0.02
H -3.02 3.21 0.41
H -4.56 4.22 2.03
H -4.05 4.07 4.46
H -1.99 2.97 5.22
H 0.17 2.07 4.76
H 0.76 1.83 3.10
H -0.35 0.66 3.82
```

Atom charges from the Mulliken analysis, given in e for atoms 1 to 6: Au 1.0112; C -1.7380; C 0.4601; C -0.7798; C 0.4686; C -1.5914

***

Molecular formula: C23H33N6O4PS2Sn
Method: DFT, ωB97M-V/def2-TZVPD

Total charge   +2
LUMO level   -0.1980 Ha
Calculated total energy   -2877.25009 hartree
Orbital gap   7.441 eV

```
70
C23H33N6O4PS2Sn ωB97M-V/def2-TZVPD
Sn 1.02 1.12 0.20
N 1.72 3.68 1.29
N 0.71 4.48 1.85
C -0.41 3.89 2.29
N -1.37 4.65 2.82
S -0.62 2.21 2.21
H 2.42 3.42 1.99
H 2.20 4.16 0.53
H 0.93 5.43 2.13
H -1.32 5.66 2.85
H -2.21 4.21 3.13
O -0.55 -1.43 -2.40
N 0.57 -2.25 -2.16
C 0.40 -3.18 -1.31
C -0.83 -3.54 -0.62
C -1.16 -4.89 -0.53
C -2.37 -5.29 0.02
C -3.27 -4.33 0.47
C -2.93 -2.99 0.42
C -1.72 -2.57 -0.12
P -1.27 -0.79 0.00
C -2.55 0.03 -1.00
C -3.38 -0.66 -1.87
C -4.39 0.01 -2.54
C -4.57 1.37 -2.35
C -3.71 2.07 -1.52
C -2.70 1.41 -0.85
C -1.92 -0.57 1.69
C -3.22 -0.17 2.01
C -3.64 -0.15 3.33
C -2.76 -0.51 4.34
C -1.47 -0.91 4.04
C -1.05 -0.94 2.72
H -0.36 -0.96 -3.23
H 1.26 -3.82 -1.18
H -0.47 -5.63 -0.91
H -2.62 -6.34 0.08
H -4.22 -4.63 0.88
H -3.62 -2.25 0.79
H -3.24 -1.72 -2.03
H -5.04 -0.53 -3.21
H -5.38 1.88 -2.85
H -3.84 3.14 -1.38
H -2.03 1.94 -0.19
H -3.91 0.13 1.23
H -4.65 0.14 3.57
H -3.09 -0.47 5.37
H -0.80 -1.20 4.83
H -0.04 -1.25 2.46
N 5.42 0.05 -2.81
C 4.18 -0.14 -3.61
C 3.01 0.65 -3.00
N 2.33 -0.05 -1.92
H 6.11 -0.68 -2.99
H 5.16 0.03 -1.74
H 5.85 0.96 -3.00
H 3.93 -1.20 -3.62
H 4.37 0.18 -4.64
H 2.28 0.88 -3.79
H 3.38 1.60 -2.61
H 3.02 -0.33 -1.23
H 1.90 -0.92 -2.25
C 5.16 1.23 1.93
S 4.03 0.76 0.64
O 2.88 0.05 1.23
O 4.77 -0.09 -0.31
O 3.55 1.97 -0.02
H 5.68 0.35 2.28
H 4.59 1.68 2.73
H 5.86 1.94 1.49
```

Atom charges from the Mulliken analysis, given in e for atoms 1 to 6: Sn 0.9542; N -0.2475; N -0.3926; C 0.4800; N -0.3795; S -0.2040

***

Molecular formula: H3NOS
Method: DFT, ωB97M-V/def2-TZVPD

Energy above the lowest of the compared OMol25 structures with the same formula, charge and spin   208.0 kJ/mol
LUMO level   0.0161 Ha
SMILES   NOS
Calculated total energy   -529.86363 hartree
Orbital gap   9.668 eV

```
6
H3NOS ωB97M-V/def2-TZVPD
N -1.05 -0.12 0.19
O 0.24 -0.71 -0.13
S 1.59 0.31 -0.12
H -1.08 0.83 0.30
H -1.29 -0.42 1.13
H 1.60 0.11 -1.37
```

Charges obtained by Mulliken population analysis, quoted in units of e: N -0.3769; O -0.2252; S -0.0481; H 0.2539; H 0.2408; H 0.1554

***

Molecular formula: C8H10N5
Method: DFT, ωB97M-V/def2-TZVPD

Total charge   +1
Energy above the lowest of the compared OMol25 structures with the same formula, charge and spin   203.2 kJ/mol
LUMO level   -0.1683 Ha
SMILES   C[N+](C)=Cn1nnc2cccnc21
Calculated total energy   -584.29459 hartree
Orbital gap   8.822 eV

```
23
C8H10N5 ωB97M-V/def2-TZVPD
C 3.38 0.95 -0.06
N 2.28 0.03 -0.04
C 2.67 -1.38 0.08
C 1.04 0.41 0.05
N -0.07 -0.38 0.08
N -0.23 -1.78 0.09
N -1.41 -2.02 0.02
C -2.17 -0.94 0.00
C -3.52 -0.67 -0.12
C -3.85 0.67 -0.02
C -2.87 1.70 -0.05
N -1.62 1.45 -0.07
C -1.33 0.20 0.07
H 4.11 0.43 -0.64
H 3.73 1.13 0.90
H 3.10 1.84 -0.46
H 2.77 -1.89 -1.05
H 1.81 -2.02 0.49
H 3.57 -1.37 0.75
H 0.76 1.51 -0.07
H -4.19 -1.53 0.07
H -4.84 0.92 0.10
H -3.14 2.73 -0.12
```

Atom charges from the Mulliken analysis, given in e for atoms 1 to 6: C -1.0205; N 0.0587; C -0.8529; C 0.3121; N 0.3729; N -0.3631

***

Molecular formula: C23H17BrCl6N4O6Re
Method: DFT, ωB97M-V/def2-TZVPD

LUMO level (spin up / spin down)   -0.0897 / -0.0744 Ha
Multiplicity   2
Calculated total energy   -6970.62921 hartree
Orbital gap (spin up / spin down)   6.071 / 6.350 eV

```
58
C23H17BrCl6N4O6Re ωB97M-V/def2-TZVPD
Re 1.16 0.26 0.53
N 0.46 0.39 2.69
N 0.32 1.78 2.97
C 1.20 2.69 2.27
O 1.24 3.82 2.69
O 1.78 2.19 1.27
H -0.44 -0.08 2.85
H 1.15 -0.07 3.30
H 0.18 2.03 3.95
C -3.36 -1.32 0.58
O -2.41 -0.27 0.55
C -2.85 0.99 0.28
C -4.18 1.38 0.25
C -4.50 2.71 0.02
Br -6.33 3.21 -0.04
C -3.53 3.67 -0.16
C -2.19 3.29 -0.15
C -1.83 1.94 0.04
O -0.55 1.58 -0.03
C -1.12 4.25 -0.28
N 0.14 3.88 -0.44
C 0.91 5.00 -0.40
C 2.29 5.18 -0.47
C 2.77 6.46 -0.32
C 1.92 7.55 -0.13
C 0.55 7.40 -0.09
C 0.05 6.12 -0.22
N -1.22 5.61 -0.16
H -4.09 -1.17 1.38
H -2.78 -2.22 0.77
H -3.88 -1.40 -0.38
H -4.98 0.67 0.40
H -3.81 4.70 -0.34
H 0.02 2.49 -0.26
H 2.94 4.33 -0.61
H 3.83 6.64 -0.35
H 2.34 8.53 0.00
H -0.12 8.25 0.04
H -2.06 6.14 -0.02
C 2.90 -1.24 -2.40
C 2.43 0.22 -2.40
O 2.62 0.92 -3.37
O 1.82 0.63 -1.35
H 2.36 -1.77 -3.18
H 2.72 -1.71 -1.43
H 3.96 -1.26 -2.64
Cl 1.05 -2.63 2.48
C 0.36 -2.78 0.91
C 0.27 -1.65 0.09
C -0.42 -1.87 -1.12
Cl -0.72 -0.54 -2.16
C -0.88 -3.12 -1.52
Cl -1.66 -3.30 -3.03
C -0.69 -4.22 -0.70
Cl -1.20 -5.78 -1.20
C -0.09 -4.05 0.55
Cl 0.07 -5.38 1.61
Cl 3.11 -0.62 1.16
```

Atom charges from the Mulliken analysis, given in e for atoms 1 to 6: Re 1.7175; N -0.5194; N -0.3128; C 0.6279; O -0.6971; O -0.8675

***

Molecular formula: C5H12N2
Method: DFT, ωB97M-V/def2-TZVPD

Energy above the lowest of the compared OMol25 structures with the same formula, charge and spin   385.7 kJ/mol
LUMO level   0.0334 Ha
Calculated total energy   -307.08242 hartree
Orbital gap   8.159 eV

```
19
C5H12N2 ωB97M-V/def2-TZVPD
C -0.92 0.24 -0.93
C -0.60 -0.41 1.39
N -1.02 -0.80 -1.86
H -1.42 -1.65 -1.51
H -0.15 -0.98 -2.35
H -0.58 1.16 -1.40
H -1.90 0.46 -0.49
H -1.26 0.40 1.70
H 0.08 -0.65 2.21
H -1.18 -1.31 1.15
C 1.36 -1.20 -0.10
N 0.54 2.39 0.56
C 1.20 1.24 0.48
C 0.54 0.02 0.20
H 1.06 3.22 0.77
H -0.47 2.44 0.72
H 2.07 -0.98 -0.90
H 1.91 -1.52 0.79
H 0.75 -2.06 -0.42
```

Atom charges from the Mulliken analysis, given in e for atoms 1 to 6: C -0.9263; C -1.4345; N -0.5475; H 0.2641; H 0.2564; H 0.4778

***

Molecular formula: C8H24O4
Method: DFT, ωB97M-V/def2-TZVPD

Energy above the lowest of the compared OMol25 structures with the same formula, charge and spin   818.2 kJ/mol
LUMO level   0.0154 Ha
Calculated total energy   -619.82248 hartree
Orbital gap   8.677 eV

```
36
C8H24O4 ωB97M-V/def2-TZVPD
C -14.18 -8.79 23.70
C -13.03 -9.40 24.61
O -12.61 -10.54 23.99
H -13.99 -8.86 22.63
H -14.31 -7.73 23.94
H -15.13 -9.30 23.83
H -13.52 -9.70 25.54
H -12.12 -8.82 24.73
H -12.32 -11.21 24.62
C -9.41 -9.90 23.45
C -10.54 -10.28 22.55
O -11.56 -9.47 22.97
H -9.71 -10.15 24.47
H -9.20 -8.83 23.35
H -8.44 -10.37 23.28
H -10.74 -11.34 22.72
H -10.29 -10.07 21.51
H -12.31 -9.96 23.31
C -9.53 -8.70 20.21
C -10.27 -8.67 18.87
O -9.40 -8.35 17.77
H -10.21 -8.44 21.03
H -8.73 -7.97 20.20
H -9.18 -9.71 20.40
H -11.01 -7.87 18.83
H -10.85 -9.55 18.61
H -9.75 -8.84 17.02
C -9.06 -9.98 26.11
C -8.27 -10.18 27.42
O -8.85 -9.41 28.39
H -10.02 -10.48 26.25
H -8.37 -10.23 25.31
H -9.25 -8.92 25.99
H -7.24 -9.81 27.37
H -8.34 -11.20 27.79
H -8.15 -9.09 28.97
```

Atom charges from the Mulliken analysis, given in e for atoms 1 to 6: C -1.0899; C -0.3996; O -0.5448; H 0.2891; H 0.3095; H 0.3526

***

Molecular formula: C2H4INOS
Method: DFT, ωB97M-V/def2-TZVPD

Energy above the lowest of the compared OMol25 structures with the same formula, charge and spin   561.9 kJ/mol
LUMO level (spin up / spin down)   -0.1046 / -0.1049 Ha
Calculated total energy   -904.25849 hartree
Orbital gap (spin up / spin down)   5.893 / 5.885 eV

```
10
C2H4INOS ωB97M-V/def2-TZVPD
C -1.15 -1.56 0.23
C 0.61 1.57 -0.60
N -0.40 -0.76 0.98
O -0.57 1.14 -0.30
S -0.81 -3.13 -0.23
I 1.58 -0.95 1.26
H -2.19 -1.14 0.26
H 0.88 1.54 -1.58
H 1.24 0.70 -0.03
H 0.81 2.59 0.00
```

Atom charges from the Mulliken analysis, given in e for atoms 1 to 6: C 0.0139; C 0.1025; N -0.4015; O -0.3416; S -0.2507; I 0.2525

***

Molecular formula: C33H51As2CrN2O12S8Si
Method: DFT, ωB97M-V/def2-TZVPD

Total charge   -2
Energy above the lowest of the compared OMol25 structures with the same formula, charge and spin   0.0 kJ/mol
LUMO level   0.1428 Ha
Multiplicity   4
Calculated total energy   -11291.84155 hartree
Orbital gap   6.155 eV

```
110
C33H51As2CrN2O12S8Si ωB97M-V/def2-TZVPD
Cr 12.28 13.19 11.14
S 10.50 13.79 7.13
C 11.38 13.55 8.51
S 11.90 14.78 9.59
S 11.88 11.99 9.13
S 16.24 12.48 13.57
S 15.40 14.13 14.46
S 13.36 14.11 14.35
S 12.68 14.98 12.64
N 8.58 16.94 11.06
C 7.65 15.96 11.24
O 6.45 16.22 11.34
C 8.21 14.60 11.33
C 7.43 13.47 11.07
C 8.07 12.21 11.00
C 9.44 12.13 11.25
N 10.15 13.22 11.53
C 9.59 14.40 11.63
H 8.17 17.82 10.85
H 9.52 16.72 10.69
H 6.36 13.61 10.93
H 7.50 11.27 10.84
H 9.99 11.22 11.19
H 10.20 15.22 12.01
C 14.74 13.50 6.69
O 14.89 14.77 7.25
C 15.21 15.04 8.55
O 15.03 16.12 9.01
C 15.92 13.89 9.22
C 17.19 13.65 8.87
As 18.68 12.68 9.81
C 18.71 11.07 8.58
C 17.78 12.19 11.37
C 16.70 13.11 11.89
As 14.98 13.03 10.74
C 15.21 11.09 10.32
C 17.02 14.59 12.01
O 16.23 15.43 11.72
O 18.26 14.98 12.37
C 19.29 14.15 12.97
C 18.12 10.98 11.96
O 17.66 10.42 12.96
O 19.22 10.40 11.33
C 19.83 9.31 11.96
C 17.82 14.43 7.81
O 18.33 13.91 6.84
O 17.80 15.75 8.01
C 18.14 16.54 6.89
H 13.68 13.29 6.50
H 15.16 12.69 7.33
H 15.34 13.43 5.77
H 18.67 11.38 7.57
H 17.93 10.35 8.91
H 19.68 10.62 8.76
H 15.84 10.98 9.44
H 14.23 10.64 10.17
H 15.64 10.61 11.20
H 19.68 14.76 13.79
H 20.04 14.02 12.22
H 18.90 13.20 13.37
H 19.11 8.53 12.30
H 20.39 9.63 12.84
H 20.50 8.91 11.20
H 17.53 17.41 7.07
H 17.92 16.03 5.95
H 19.18 16.82 6.95
C 14.25 9.81 15.36
C 13.15 10.35 16.24
C 12.67 9.20 17.16
C 13.68 11.50 17.07
O 11.97 10.83 15.55
Si 11.40 10.46 14.04
S 12.48 11.03 12.38
O 11.36 8.82 14.07
C 11.37 7.69 13.23
C 10.11 7.72 12.37
C 12.62 7.58 12.37
C 11.28 6.57 14.18
O 9.84 11.04 14.00
C 8.89 10.96 15.04
C 7.54 11.24 14.45
C 9.24 12.04 16.07
C 8.83 9.56 15.70
H 15.17 9.63 15.95
H 14.46 10.52 14.52
H 14.02 8.87 14.87
H 13.56 8.90 17.77
H 12.33 8.34 16.60
H 11.85 9.56 17.77
H 14.56 11.24 17.68
H 12.92 11.88 17.75
H 14.00 12.33 16.44
H 10.05 8.66 11.84
H 9.21 7.67 13.02
H 10.10 6.89 11.66
H 12.69 8.30 11.57
H 12.67 6.58 11.90
H 13.49 7.68 13.02
H 10.45 6.69 14.87
H 12.18 6.51 14.81
H 11.16 5.57 13.70
H 7.41 12.28 14.13
H 6.77 11.03 15.20
H 7.35 10.59 13.56
H 9.41 13.02 15.59
H 10.13 11.75 16.57
H 8.49 12.16 16.84
H 8.35 8.86 15.03
H 8.31 9.47 16.71
H 9.87 9.23 15.85
```

Atom charges from the Mulliken analysis, given in e for atoms 1 to 6: Cr 0.2281; S -0.3683; C 0.5171; S -0.4151; S -0.4817; S 0.2095